# 1
Computed, not measured: an isolated molecule of C3H7NO in a non-equilibrium geometry, with ωB97M-V/def2-TZVPD.

Last column: Mulliken charge in e.
CARTESIAN COORDINATES (ANGSTROEM)
C (-1.743, 0.421, 0.105)  -1.13
C (-0.534, -0.325, 0.570)  -0.11
C (1.524, -0.369, 0.117)  -0.37
O (0.578, 0.588, 0.324)  -0.24
N (2.182, -0.115, -1.002)  -0.19
H (-2.641, -0.180, 0.249)  0.36
H (-1.803, 1.355, 0.660)  0.29
H (-1.629, 0.645, -0.961)  0.28
H (-0.444, -1.266, -0.002)  0.34
H (-0.502, -0.611, 1.624)  0.28
H (2.807, -0.850, -1.281)  0.28
H (2.203, 0.776, -1.488)  0.22

Properties
frontier orbital gap: 9.41 eV
spin multiplicity: 1
total charge: 0
LUMO energy: 0.04182 hartree
electronic energy: -6759.776 eV


# 2
Computed, not measured: an isolated molecule of C3H7NO, with ωB97M-V/def2-TZVPD.

Last column: Mulliken charge in e.
CARTESIAN COORDINATES (ANGSTROEM)
C (-1.533, 0.211, 0.025)  -1.06
C (-0.279, -0.497, 0.548)  -0.30
C (0.954, 0.346, 0.267)  0.50
O (1.210, 1.359, 0.893)  -0.61
N (1.743, -0.099, -0.756)  -0.38
H (-2.416, -0.422, 0.144)  0.31
H (-1.697, 1.145, 0.570)  0.29
H (-1.434, 0.457, -1.038)  0.31
H (-0.186, -1.496, 0.106)  0.28
H (-0.347, -0.618, 1.633)  0.23
H (1.476, -0.873, -1.342)  0.20
H (2.509, 0.487, -1.050)  0.23

Properties
frontier orbital gap: 10.66 eV
spin multiplicity: 1
SMILES: CCC(N)=O
total charge: 0
LUMO energy: 0.03334 hartree
electronic energy: -6762.728 eV